Entry 1:
{"formula": "C5H8O2", "method": "the ωB97M-V functional and the def2-TZVPD basis", "homo_lumo_gap_ha": 0.339, "total_charge": 0, "de_lowest_kcal_mol": 99.3, "elements": ["C", "C", "O", "C", "C", "O", "C", "H", "H", "H", "H", "H", "H", "H", "H"], "xyz": [[0.1940, 0.9975, 1.7448], [0.6233, 0.9098, 0.3537], [1.4751, -0.1770, -0.3152], [0.5913, -0.7317, -1.2519], [-0.4969, -1.4717, -0.4853], [-1.3761, -0.4253, 0.0228], [-0.8061, 0.8075, 0.0648], [-0.3986, 0.2589, 2.2660], [0.7209, 1.7001, 2.4211], [1.0449, 1.8729, 0.0579], [1.0619, -1.2610, -2.0887], [0.0421, 0.1175, -1.7052], [-1.1195, -2.1326, -1.0988], [-0.0918, -2.0395, 0.3628], [-1.4647, 1.5746, -0.3489]]}

=====

Entry 2:
{"formula": "C14H16O", "method": "the ωB97M-V functional and the def2-TZVPD basis", "homo_lumo_gap_ha": 0.308, "total_charge": 0, "smiles": "Cc1ccc(O)cc1.Cc1ccccc1", "de_lowest_kcal_mol": 77.7, "elements": ["C", "C", "C", "C", "C", "C", "C", "O", "H", "H", "H", "H", "H", "H", "H", "H", "C", "C", "C", "C", "C", "C", "C", "H", "H", "H", "H", "H", "H", "H", "H"], "xyz": [[-0.0064, 1.6683, -4.0066], [-0.9702, 2.7902, -0.0228], [-0.7237, 3.7464, -0.9648], [-0.7967, 1.3572, -0.2617], [-0.6272, 3.3066, -2.2930], [-0.1304, 1.0910, -1.4647], [-0.1883, 2.0866, -2.6901], [-1.6079, 3.1320, 1.0503], [-0.4819, 4.7856, -0.6696], [-1.7794, 2.3741, 1.6875], [-1.0721, 0.6920, 0.5661], [-0.7413, 4.0056, -3.0947], [0.2567, 0.1417, -1.7891], [-0.9263, 1.7124, -4.7243], [0.3226, 0.6957, -4.1358], [0.8788, 2.1418, -4.4322], [1.5162, -1.2760, 3.2144], [0.9261, -2.7482, -0.1335], [-0.0113, -3.7457, 0.1941], [1.4310, -2.0749, 0.9692], [1.0828, -2.3738, 2.3030], [-0.2523, -4.0938, 1.4781], [0.2646, -3.3943, 2.5673], [1.2143, -2.6769, -1.1635], [-0.6067, -4.2321, -0.4748], [2.2111, -1.2989, 0.8920], [-0.7087, -5.0215, 1.7812], [2.5986, -1.0816, 3.0733], [1.4833, -1.3139, 4.3373], [0.0279, -3.6514, 3.5913], [1.1009, -0.3670, 2.8182]]}

=====

Entry 3:
{"formula": "C6H41NO13", "method": "the ωB97M-V functional and the def2-TZVPD basis", "homo_lumo_gap_ha": 0.357, "total_charge": 0, "de_lowest_kcal_mol": 70.3, "elements": ["C", "N", "C", "C", "C", "C", "C", "H", "H", "H", "H", "H", "H", "H", "H", "H", "H", "H", "H", "H", "H", "H", "H", "H", "O", "H", "H", "O", "H", "H", "O", "H", "H", "O", "H", "H", "O", "H", "H", "O", "H", "H", "O", "H", "H", "O", "H", "H", "O", "H", "H", "O", "H", "H", "O", "H", "H", "O", "H", "H", "O"], "xyz": [[1.0186, -1.6284, 1.8659], [1.5007, -0.2793, 1.6008], [1.1515, 0.0945, 0.2261], [1.6211, 1.6287, -0.0112], [1.0857, 2.2228, -1.3264], [3.1338, 1.6681, -0.0517], [2.0950, -2.5317, 2.5277], [0.6971, -2.2607, 1.0046], [0.2918, -1.6255, 2.7632], [2.4840, -0.1442, 1.7185], [1.5817, -0.6214, -0.4373], [0.0646, 0.0913, 0.0680], [1.2164, 2.1436, 0.8715], [0.0891, 1.9794, -1.4940], [1.0871, 3.3152, -1.4068], [1.7689, 1.8360, -2.0918], [3.5480, 2.6282, 0.2676], [3.6094, 1.5929, -1.0809], [3.5071, 0.7523, 0.3944], [3.1210, -2.1458, 2.4183], [2.0747, -3.5911, 2.2649], [2.1315, -2.4011, 3.6533], [-0.4033, -1.8040, -4.5301], [-0.3771, -2.0563, -3.0251], [-0.3876, -1.3488, -3.6960], [0.0987, 1.0167, 3.1055], [-0.4425, 2.4791, 3.4023], [-0.5777, 1.6825, 2.9117], [-0.8781, 0.0905, -2.5259], [-2.4544, 0.2321, -2.4013], [-1.6143, 0.5784, -2.1531], [-1.1663, 1.9892, 0.2794], [-1.9245, 1.0845, -0.6125], [-1.9991, 1.5138, 0.2730], [-3.3608, 1.2220, 3.4877], [-2.2803, 0.7061, 2.5135], [-3.0064, 0.4182, 3.1168], [3.5027, 1.2156, 3.0232], [4.3761, 2.1160, 2.2564], [4.1162, 1.9255, 3.1541], [2.3967, -0.2109, -2.4264], [3.1379, -1.4286, -2.9073], [3.1552, -0.4746, -2.9475], [-0.0105, -4.0770, -1.6764], [0.2326, -2.7515, -1.0208], [0.2810, -3.1746, -1.9077], [-1.5638, -2.5248, 0.9131], [-2.4137, -2.0203, -0.0891], [-1.4777, -2.3509, -0.0575], [-2.8154, 3.3965, -2.0895], [-3.1369, 3.6221, -0.6695], [-3.5696, 3.2537, -1.4697], [-4.3383, 1.5547, -2.2276], [-3.9025, 0.4524, -1.2448], [-4.6206, 0.7185, -1.8239], [-3.4161, -0.8542, 1.6507], [-4.5928, -1.4234, 0.7066], [-3.7373, -1.5955, 1.1337], [4.2967, -2.3235, -0.4759], [3.4101, -1.0715, -0.6443], [3.4029, -2.0143, -0.5656]]}

=====

Entry 4:
{"formula": "C6H9N", "method": "the ωB97M-V functional and the def2-TZVPD basis", "homo_lumo_gap_ha": 0.331, "total_charge": 0, "de_lowest_kcal_mol": 106.6, "elements": ["C", "C", "C", "C", "C", "C", "N", "H", "H", "H", "H", "H", "H", "H", "H", "H"], "xyz": [[1.4937, 1.1887, 0.1047], [0.5329, 0.0101, 0.0569], [-0.2280, -0.1571, 1.3886], [-1.7338, -0.4635, -0.0261], [-0.6709, 0.2020, -0.8757], [1.2477, -1.2296, -0.3045], [1.7902, -2.2203, -0.5509], [1.9851, 1.3264, -0.8621], [2.2478, 1.0290, 0.8798], [0.9181, 2.0837, 0.3559], [-1.4745, -0.1093, 1.1910], [-0.1057, -1.1756, 1.7758], [-1.8248, -1.5349, -0.1607], [-2.7146, 0.0174, -0.1101], [-0.5707, -0.2326, -1.8729], [-0.8925, 1.2655, -0.9897]]}

=====

| no. | E (a.u.) |
| --- | --- |
| 1 | -345.6467 |
| 2 | -618.1921 |
| 3 | -1286.0054 |
| 4 | -288.6122 |